C54H54ClN4O2P2Ti | ωB97M-V/def2-TZVPD

Computed properties:
Total charge ... +1
Orbital gap ... 6.99 eV
2S+1 ... 1
Relative energy (zero: lowest compared OMol25 entry of this formula, charge and spin) ... 48.66 kJ/mol
Highest occupied orbital energy ... -9.701 eV

Last column: Mulliken charge in e.
CARTESIAN COORDINATES (ANGSTROEM)
Ti1 -0.517806 -0.010826 -0.232932  -2.469
C1 -3.219018 0.395644 -3.554324  -1.548
C2 -3.881896 0.322393 -2.173676  -0.214
C3 -3.320172 -0.763389 -1.239634  -1.856
N1 -2.460851 -0.274782 -0.156871  0.657
C4 -3.030958 0.122513 0.999556  1.250
C5 -4.395834 0.379289 1.107612  -0.462
C6 -5.163952 0.783269 2.191680  -0.759
C7 -4.798391 1.002953 3.503842  -0.758
C8 -3.533793 0.828682 4.048838  -0.718
C9 -2.360418 0.420678 3.445713  -0.368
C10 -2.067731 0.121929 2.110757  0.437
N2 -0.847156 -0.245735 1.700513  1.242
C11 0.088590 -0.949186 2.566814  -0.045
C12 -0.009779 -2.441030 2.237782  -1.881
C13 0.656260 -2.797732 0.916324  -0.630
N3 0.100206 -2.073251 -0.229190  1.175
C14 0.302425 -2.587746 -1.419920  0.278
C15 1.173365 -3.679598 -1.682568  -0.852
C16 1.251828 -4.534693 -2.757767  -0.666
C17 0.422042 -4.615917 -3.873099  -0.524
C18 -0.532166 -3.689433 -4.224499  -1.025
C19 -0.785170 -2.434755 -3.669144  -0.267
C20 -0.297442 -1.815394 -2.514984  1.357
N4 -0.413380 -0.495633 -2.244673  0.787
C21 -0.571989 0.392154 -3.409975  -1.605
C22 -1.884027 1.160342 -3.579415  0.656
H1 -3.908815 0.921403 -4.217087  0.537
H2 -3.112796 -0.612134 -3.962934  0.322
H3 -4.949859 0.138580 -2.318634  0.491
H4 -3.787210 1.292377 -1.679850  0.218
H5 -2.739084 -1.475261 -1.816112  0.436
H6 -4.137043 -1.332221 -0.793766  1.020
H7 -4.953725 0.284449 0.184954  0.315
H8 -6.210485 0.954276 1.962133  0.396
H9 -5.581244 1.328243 4.177968  0.388
H10 -3.451198 1.042605 5.108485  0.408
H11 -1.508387 0.381078 4.110649  0.134
H12 -0.116736 -0.792801 3.622079  0.914
H13 1.094660 -0.590431 2.366476  -0.918
H14 -1.065352 -2.719003 2.196788  0.346
H15 0.462621 -3.025794 3.029593  0.594
H16 0.543691 -3.870673 0.754335  0.725
H17 1.730150 -2.587472 0.996024  0.195
H18 1.894073 -3.866575 -0.895176  0.550
H19 2.026312 -5.291117 -2.688666  0.410
H20 0.553732 -5.471271 -4.524395  0.363
H21 -1.118071 -3.924165 -5.105641  0.408
H22 -1.491221 -1.841577 -4.231902  0.086
H23 -0.374510 -0.174001 -4.317059  0.830
H24 0.224433 1.138127 -3.348184  0.133
H25 -1.790052 1.670744 -4.541931  0.719
H26 -1.942748 1.928286 -2.815863  -1.059
O1 1.801950 0.071612 0.057268  0.534
P1 3.191270 0.495189 0.420369  0.487
C23 3.503190 0.917755 2.181689  -1.553
P2 2.396173 2.216089 2.844931  -0.196
O2 0.999371 2.045788 2.365115  0.206
C24 3.128541 3.775052 2.340638  0.768
C25 2.329938 4.664197 1.627683  -0.217
C26 2.859444 5.876229 1.204698  -0.735
C27 4.176837 6.200126 1.502365  -0.559
C28 4.971220 5.315907 2.224697  -0.763
C29 4.449067 4.104130 2.643440  -0.537
C30 2.458678 2.109776 4.642017  0.556
C31 3.274684 1.261532 5.380436  -0.450
C32 3.131082 1.191861 6.760484  -0.728
C33 2.178942 1.969304 7.401415  -0.522
C34 1.367128 2.829554 6.667495  -0.725
C35 1.503227 2.898684 5.290954  -0.816
C36 4.342600 -0.848497 0.087907  0.990
C37 5.526678 -1.049754 0.796034  -0.444
C38 6.366904 -2.100696 0.455689  -0.771
C39 6.031796 -2.947555 -0.592692  -0.630
C40 4.860566 -2.740293 -1.309948  -0.721
C41 4.017919 -1.693614 -0.972300  -0.738
C42 3.709237 1.914859 -0.548959  0.637
C43 4.944540 2.533913 -0.368459  -0.765
C44 5.298291 3.606908 -1.168437  -0.617
C45 4.426453 4.057500 -2.153354  -0.794
C46 3.202181 3.433258 -2.345036  -0.571
C47 2.842924 2.357079 -1.545878  0.562
H27 4.545743 1.230749 2.270924  1.069
H28 3.348319 0.000976 2.756022  0.719
H29 1.301628 4.396766 1.403762  0.411
H30 2.244407 6.569500 0.643782  0.473
H31 4.586889 7.148645 1.177444  0.435
H32 5.995696 5.577377 2.461992  0.442
H33 5.068880 3.421611 3.219587  0.403
H34 4.027350 0.651369 4.891330  0.383
H35 3.766234 0.528775 7.334872  0.424
H36 2.068801 1.907155 8.476911  0.400
H37 0.628651 3.443096 7.168442  0.448
H38 0.864342 3.554685 4.708570  0.396
H39 5.804993 -0.396265 1.613947  0.327
H40 7.283226 -2.257397 1.011205  0.439
H41 6.687278 -3.770389 -0.850532  0.405
H42 4.607744 -3.393175 -2.137091  0.485
H43 3.102211 -1.522080 -1.525849  0.373
H44 5.631460 2.179813 0.394434  0.327
H45 6.255988 4.092730 -1.027357  0.455
H46 4.709350 4.895391 -2.779420  0.427
H47 2.527235 3.784912 -3.115852  0.485
H48 1.898981 1.849712 -1.683602  -0.454
Cl1 -5.024992 5.398596 1.558084  -0.237
C48 -3.684788 4.504571 0.905796  -0.006
C49 -2.801797 3.866754 1.759409  -1.355
C50 -1.761473 3.118802 1.230786  0.376
C51 -1.577753 2.964209 -0.148534  0.400
C52 -0.477990 2.095217 -0.669365  -0.045
C53 -2.429313 3.704731 -0.974533  -0.202
C54 -3.482514 4.452678 -0.463432  -0.910
H49 -2.928794 3.958033 2.832078  0.537
H50 -1.042093 2.663561 1.903646  0.440
H51 0.405036 2.244963 -0.026099  -0.569
H52 -0.198107 2.389729 -1.679702  1.316
H53 -2.266883 3.724882 -2.045661  0.446
H54 -4.131799 5.010209 -1.127303  0.493

Force components x, y, z for each atom (eV/Å):
Ti 0.8 -0.1 -0.5
C 0.1 0.1 0.1
C 0.1 -0.1 -0.1
C 0.0 0.3 0.0
N -0.3 0.2 -0.1
C 0.1 -0.2 0.2
C -0.1 0.1 0.0
C 0.0 0.0 -0.1
C 0.0 0.0 0.1
C -0.1 0.0 -0.1
C 0.1 0.1 0.1
C -0.1 -0.1 -0.1
N 0.1 0.1 0.4
C -0.1 -0.1 -0.1
C 0.0 0.2 -0.1
C -0.1 0.2 0.1
N 0.2 -0.1 -0.2
C -0.2 0.0 0.0
C 0.1 -0.1 0.0
C -0.1 0.1 0.2
C -0.1 -0.1 -0.1
C 0.1 0.0 0.0
C 0.0 0.0 0.0
C 0.2 0.0 -0.1
N -0.2 -0.4 0.0
C -0.1 0.1 0.2
C -0.1 -0.2 0.0
H 0.0 0.0 0.0
H 0.0 0.0 0.0
H 0.0 0.0 0.0
H -0.1 0.1 0.0
H 0.1 -0.1 0.0
H 0.0 -0.1 0.1
H 0.0 0.0 0.0
H 0.0 0.0 0.0
H 0.0 0.0 0.0
H 0.0 0.0 0.0
H 0.0 0.0 0.0
H 0.0 0.1 0.1
H 0.0 0.1 0.0
H 0.0 -0.1 0.1
H 0.0 0.0 0.0
H 0.0 -0.1 0.0
H 0.1 0.0 0.0
H 0.0 0.0 0.0
H 0.0 0.0 0.0
H 0.0 0.0 0.0
H 0.0 0.0 0.0
H 0.0 0.0 0.0
H 0.1 -0.1 -0.1
H 0.0 0.0 0.0
H 0.0 0.1 0.0
H 0.0 0.1 0.0
O -0.7 0.1 0.2
P 0.4 0.2 0.2
C -0.3 0.0 -0.2
P -0.1 -0.2 -0.1
O 0.1 0.1 -0.1
C 0.0 0.1 0.0
C 0.0 0.0 -0.1
C 0.1 0.1 0.0
C -0.1 0.0 0.0
C 0.1 0.0 0.0
C 0.0 0.0 0.1
C 0.0 0.0 -0.1
C 0.1 0.0 -0.1
C 0.1 0.0 0.0
C 0.0 0.0 0.0
C 0.0 0.0 0.0
C 0.1 0.0 0.1
C 0.0 0.0 0.0
C 0.0 0.0 -0.1
C 0.0 0.0 0.0
C 0.0 0.0 0.0
C 0.0 0.0 0.0
C 0.0 0.0 0.0
C -0.1 0.0 -0.1
C 0.0 0.0 0.0
C 0.0 0.0 0.0
C 0.0 0.0 0.0
C 0.0 0.0 0.0
C 0.1 0.0 0.0
H 0.0 -0.1 0.0
H 0.1 0.0 0.0
H 0.1 0.0 0.0
H 0.0 0.0 0.0
H 0.0 0.0 0.0
H -0.1 0.0 0.0
H 0.0 0.0 0.0
H -0.1 0.0 0.0
H 0.0 0.0 0.0
H 0.0 0.0 0.0
H 0.0 0.0 0.0
H 0.0 0.0 0.0
H 0.0 0.0 0.0
H 0.0 0.0 0.0
H 0.0 0.0 0.0
H 0.0 0.0 0.0
H 0.0 -0.1 0.0
H 0.0 0.0 -0.1
H 0.0 0.0 0.0
H 0.0 0.0 0.0
H 0.0 0.0 0.0
H 0.0 0.0 0.0
Cl 0.0 0.0 0.0
C 0.0 0.0 -0.1
C 0.0 0.0 0.0
C 0.1 -0.1 0.1
C 0.0 0.1 0.1
C 0.2 0.2 0.3
C -0.1 -0.1 0.0
C 0.0 0.0 0.0
H 0.0 0.0 -0.1
H -0.1 0.0 0.0
H 0.0 0.1 0.0
H 0.0 -0.1 0.0
H 0.0 0.0 0.0
H 0.0 0.0 0.0